# 1
ORCA calculation (wB97M-V/def2-TZVPD) on a molecular structure, C42H34F13N2O5SSiW in a non-equilibrium geometry.

```
99
Properties=species:S:1:pos:R:3:mulliken_charge:R:1
W -0.23283 0.80395 -0.04575 1.36
C 1.78276 -1.34195 6.26885 -1.69
C 1.54205 -1.20895 4.79565 0.45
C 1.01913 -2.24750 4.04769 -1.64
C 0.87487 -2.11373 2.68232 -0.41
C 1.22527 -0.94108 2.00363 -0.47
N 1.16420 -0.85885 0.59169 1.00
C 2.11010 -1.64315 -0.05003 0.72
C 2.77064 -2.72357 0.57811 -1.19
C 3.66903 -3.53804 -0.06912 -1.64
C 4.00403 -3.32889 -1.39611 0.38
C 4.95502 -4.22463 -2.13401 -1.62
C 3.43838 -2.23099 -2.02064 -1.12
C 2.52808 -1.39800 -1.38257 0.44
C 2.07098 -0.15608 -2.12290 1.19
O 0.99326 0.47158 -1.56201 0.06
C 3.22190 0.88643 -2.14954 0.19
F 3.00051 1.87885 -3.01381 -0.27
F 4.42596 0.38153 -2.48036 -0.30
F 3.36060 1.42778 -0.94204 -0.05
C 1.72235 -0.47566 -3.61221 0.00
F 1.05884 -1.63547 -3.72757 -0.24
F 2.79452 -0.59729 -4.42125 -0.30
F 0.96563 0.46147 -4.17248 -0.16
C 1.66151 0.15352 2.78299 -0.57
C 1.83756 -0.01462 4.14934 -0.64
C 1.91581 1.51729 2.12657 1.28
O 1.29118 1.72306 0.92573 -0.89
C 3.46010 1.70136 2.00898 0.43
F 4.06223 0.63806 1.47073 -0.19
F 3.83623 2.77608 1.32747 -0.24
F 4.02945 1.83666 3.23119 -0.28
C 1.42021 2.70862 2.99563 -0.01
F 0.09478 2.63372 3.17276 -0.22
F 1.93394 2.86895 4.23053 -0.29
F 1.66971 3.86918 2.38090 -0.25
H 1.49477 -2.32615 6.63375 0.37
H 2.83752 -1.18208 6.48469 0.35
H 1.21526 -0.58889 6.81136 0.35
H 0.74267 -3.17703 4.52752 0.35
H 0.48018 -2.94013 2.11404 1.08
H 2.57359 -2.92696 1.61490 0.65
H 4.12882 -4.35480 0.47224 0.33
H 5.20312 -5.10381 -1.54206 0.38
H 4.51074 -4.55421 -3.07146 0.36
H 5.87558 -3.69235 -2.37393 0.31
H 3.75069 -2.01618 -3.03023 0.67
H 2.23177 0.78543 4.75383 0.65
C -1.23982 4.22989 0.75347 -1.24
Si -2.69005 2.99901 0.57501 0.71
C -3.50166 3.14372 2.31497 -1.34
C -3.77644 3.68985 -0.85209 -1.18
N -2.34275 1.32764 0.24439 1.45
C -3.32722 0.38536 0.27440 0.80
C -4.70443 0.64428 0.40514 -0.93
C -5.66103 -0.33713 0.25972 -1.31
C -5.29619 -1.63904 -0.03252 -1.06
C -3.94835 -1.95585 -0.09595 -1.02
C -2.99400 -0.97974 0.10034 0.44
O -1.59952 -1.26102 0.08292 1.36
C -1.27229 -2.61127 0.10871 -0.34
C -0.55158 -3.13286 -0.95626 0.22
C -0.17655 -4.46475 -0.93931 -0.55
C -0.54092 -5.28005 0.12083 -0.86
C -1.27259 -4.75832 1.17679 -0.74
C -1.64302 -3.42493 1.17658 -0.31
H -1.47474 5.00654 1.47432 0.41
H -1.00198 4.71651 -0.18643 0.33
H -0.33903 3.71314 1.07892 0.37
H -3.90739 4.13608 2.47709 0.42
H -2.73874 2.96960 3.06839 0.22
H -4.29304 2.42771 2.49625 0.41
H -4.15199 4.68000 -0.62085 0.44
H -4.62302 3.05404 -1.08374 0.35
H -3.18449 3.76557 -1.76020 0.15
H -5.01721 1.65176 0.61139 0.42
H -6.70561 -0.07812 0.35576 0.40
H -6.03735 -2.40080 -0.20910 0.41
H -3.63855 -2.96588 -0.31490 0.45
H -0.30684 -2.47266 -1.77818 0.16
H 0.38644 -4.86679 -1.76806 0.47
H -0.25153 -6.32066 0.12536 0.39
H -1.55564 -5.39204 2.00520 0.44
H -2.20146 -3.00307 1.99829 0.61
O 0.94081 3.89333 -2.02920 -0.69
C 0.04138 3.07737 -2.01236 -0.08
O -0.32169 2.42868 -0.92050 1.21
C -0.81658 2.81795 -3.19506 0.13
C -0.84881 3.83799 -4.14682 -1.25
C -1.62376 3.74410 -5.27913 -0.75
C -2.38594 2.59601 -5.47572 -0.63
C -2.35545 1.57579 -4.55372 -1.26
C -1.58360 1.65497 -3.38571 2.06
S -1.62372 0.25924 -2.33800 -0.16
H -0.23146 4.70265 -3.95228 0.46
H -1.64492 4.55143 -5.99621 0.37
H -3.00531 2.50756 -6.35779 0.38
H -2.93647 0.67879 -4.69781 0.52
F -0.74662 0.49597 1.79066 -0.96
```

## Properties
- Energy relative to the best compared isomer or geometry (same formula, charge and spin): 73.6 kJ/mol
- Gap between HOMO and LUMO: 5.82 eV
- Lowest unoccupied orbital energy: 0.893 eV
- HOMO: -4.92 eV
- DFT total energy: -113196.9478 eV
- Net charge: -1

# 2
ORCA calculation (wB97M-V/def2-TZVPD) on a molecular structure, C37H30BN8O7Pt in a non-equilibrium geometry.

```
84
Properties=species:S:1:pos:R:3:lowdin_spin:R:1
Pt -16.00717 -14.95805 4.00881 1.28
C -17.82883 -10.91592 3.06885 0.00
C -18.42471 -12.09144 3.69729 0.00
C -19.04686 -12.18470 4.95792 0.00
C -19.40315 -13.52033 5.08841 0.00
N -19.13965 -14.17779 3.94309 0.00
N -18.53176 -13.31687 3.06988 0.00
B -17.85916 -13.76654 1.74922 0.00
N -16.29650 -13.50126 1.55615 0.01
N -15.51046 -14.47585 2.21845 0.09
C -14.20843 -14.39110 1.74451 0.03
C -14.19600 -13.40432 0.69127 0.01
C -15.52287 -12.88853 0.62966 0.01
C -16.06862 -11.78636 -0.19931 0.00
C -13.13309 -15.08353 2.37579 0.00
C -13.32935 -16.13379 3.25004 0.01
C -12.38323 -16.35900 4.31571 0.00
C -11.21641 -15.63282 4.33846 0.00
C -10.92442 -14.79094 3.26205 0.00
C -11.80605 -14.50421 2.27997 0.00
N -18.01420 -15.33071 1.94415 0.01
N -17.35119 -15.96196 2.99068 0.15
C -17.88870 -17.26710 3.07308 0.02
C -19.00086 -17.33600 2.19666 0.00
C -19.06911 -16.08093 1.57702 0.00
C -20.14699 -15.53978 0.69108 0.00
C -17.38819 -18.43560 3.91242 0.00
C -16.17527 -18.40667 4.62389 0.01
C -15.82825 -19.57671 5.29966 0.00
C -16.58737 -20.76713 5.17304 0.00
C -17.74968 -20.76179 4.48037 0.00
C -18.21780 -19.57952 3.92504 0.00
C -19.87555 -14.06732 6.40599 0.00
C -19.80062 -13.32879 7.60935 0.00
C -19.68739 -14.03703 8.82951 0.00
C -19.77789 -15.42136 8.83704 0.00
C -19.99344 -16.14402 7.66611 0.00
C -20.05401 -15.44979 6.45355 0.00
H -18.49452 -10.43720 2.35975 0.00
H -16.85638 -11.09263 2.58254 0.00
H -17.63293 -10.27265 3.91768 0.00
H -19.15600 -11.50899 5.79861 0.00
H -18.36850 -13.23811 0.83227 0.00
H -13.26128 -12.95632 0.27153 0.00
H -15.69581 -10.82295 0.12375 0.00
H -17.17517 -11.84936 -0.19628 0.00
H -15.70201 -11.92026 -1.27004 0.00
H -14.18179 -16.74687 3.16055 0.00
H -12.61058 -17.08710 5.14463 0.00
H -10.62875 -15.70338 5.20970 0.00
H -9.95746 -14.30744 3.33007 0.00
H -11.63324 -13.60564 1.60273 0.00
H -19.56781 -18.21092 2.02066 0.00
H -19.76072 -15.08083 -0.27484 0.00
H -20.75353 -14.84290 1.25140 0.00
H -20.80226 -16.40259 0.44435 0.00
H -15.54554 -17.48371 4.80165 0.01
H -14.89612 -19.65395 5.86092 0.00
H -16.20816 -21.69226 5.67236 0.00
H -18.28104 -21.70115 4.18015 0.00
H -19.27899 -19.54855 3.53599 0.00
H -19.64501 -12.23918 7.73430 0.00
H -19.48403 -13.46873 9.74294 0.00
H -19.47793 -15.94197 9.72960 0.00
H -20.19588 -17.21004 7.72559 0.00
H -19.96690 -15.93593 5.48022 0.00
O -15.59084 -11.23157 5.28408 0.02
C -15.29942 -12.42658 5.41467 0.02
O -14.92765 -13.25741 4.41706 0.16
C -15.23343 -13.17821 6.81537 0.00
C -14.76080 -12.49714 7.91254 0.00
C -13.86536 -13.17387 8.78016 0.00
C -13.66118 -14.53737 8.71716 0.00
C -14.43180 -15.21823 7.78155 0.01
C -15.20905 -14.58235 6.72752 0.01
O -15.87961 -15.32545 5.90051 0.12
N -14.50441 -16.63890 8.03890 0.00
O -14.62223 -16.94074 9.23241 0.00
O -14.45841 -17.39431 7.09635 0.00
N -13.20087 -12.21243 9.66303 0.00
O -13.64431 -11.07390 9.65208 0.00
O -12.27774 -12.59070 10.37632 0.00
H -15.05471 -11.46089 8.05536 0.00
H -13.01347 -14.98910 9.47587 0.00
```

## Properties
- Energy relative to the best compared isomer or geometry (same formula, charge and spin): 78.6 kJ/mol
- Gap between HOMO and LUMO (spin up / spin down): 5.01 / 6.64 eV
- ⟨S²⟩: 2.0073
- Lowest unoccupied orbital energy (spin up / spin down): 2.092 / 1.072 eV
- HOMO (spin up / spin down): -2.92 / -5.57 eV
- 2S+1: 3
- DFT total energy: -69025.6626 eV
- Net charge: -1